1.
{
  "formula": "C25H26F5NbO14PS",
  "method": "ωB97M-V/def2-TZVPD",
  "charge": -1,
  "homo_ha": -0.118,
  "multiplicity": 1,
  "symbols": ["C", "C", "O", "O", "C", "C", "C", "Nb", "P", "S", "C", "F", "F", "C", "F", "F", "F", "H", "H", "H", "H", "H", "H", "H", "H", "H", "H", "H", "H", "H", "H", "C", "C", "C", "O", "C", "C", "C", "O", "O", "O", "H", "H", "H", "H", "C", "C", "C", "O", "C", "C", "C", "O", "O", "O", "H", "H", "H", "H", "C", "C", "C", "O", "C", "C", "C", "O", "O", "O", "H", "H", "H", "H"],
  "positions_angstrom": [[-4.493135, -1.893397, 1.448229], [-4.191987, -0.316605, 1.320938], [-5.114113, 0.444781, 1.724949], [-2.952464, 0.130414, 0.830730], [-2.540249, 1.383241, 1.426409], [-2.321464, 1.341738, 3.008702], [-0.829863, 0.956592, 3.477379], [-0.116295, -1.099074, 2.815791], [0.527602, -0.184616, 0.506375], [2.181606, -0.929013, -0.222076], [0.737603, -3.200471, 2.392649], [2.172311, -3.168196, 2.237384], [0.503229, -4.015426, 3.565380], [0.074682, -3.967843, 1.143168], [-0.833926, -3.208875, 0.393824], [-0.653520, -5.085370, 1.646993], [1.075086, -4.517479, 0.301535], [-3.584960, -2.450077, 1.848559], [-4.830378, -2.251652, 0.425886], [-5.304830, -2.003927, 2.251651], [-3.290788, 2.218749, 1.186724], [-1.549266, 1.729793, 0.956568], [-2.506628, 2.417992, 3.384247], [-3.051220, 0.684175, 3.579068], [-0.806698, 0.972546, 4.631825], [-0.081396, 1.781537, 3.165332], [-1.754464, -1.635987, 2.259493], [-0.592021, -1.700813, 4.487897], [1.516854, -0.692230, 3.564438], [0.718913, 1.247116, 0.656023], [-0.581239, -0.295898, -0.428632], [-5.831629, -6.108813, 1.136177], [-6.378311, -7.256364, 0.730752], [-5.612510, -8.234654, -0.093921], [-6.140856, -9.282086, -0.429694], [-4.240935, -7.888183, -0.474225], [-3.693155, -6.737804, -0.071732], [-4.450293, -5.772176, 0.775644], [-3.913846, -4.742697, 1.138146], [-2.425023, -6.402549, -0.417656], [-7.659148, -7.583188, 1.053998], [-6.375998, -5.391923, 1.736383], [-3.702603, -8.598405, -1.086995], [-2.261449, -5.530554, -0.003869], [-7.814098, -8.456423, 0.645537], [4.668548, 2.983220, -0.065221], [5.494341, 3.995161, -0.334549], [5.104293, 5.408960, -0.068937], [5.894535, 6.307443, -0.311565], [3.768089, 5.663134, 0.475224], [2.939864, 4.651490, 0.741940], [3.340195, 3.236344, 0.501860], [2.566693, 2.338886, 0.773831], [1.696724, 4.873049, 1.244812], [6.731488, 3.778994, -0.863919], [4.939707, 1.952086, -0.251156], [3.491177, 6.694521, 0.647008], [1.298516, 3.986650, 1.352104], [7.129864, 4.665101, -0.962799], [4.648196, 4.746691, -3.629228], [3.329148, 4.589467, -3.495686], [2.439920, 4.443817, -4.683765], [1.243528, 4.283564, -4.523441], [3.053882, 4.505811, -6.014018], [4.371814, 4.666305, -6.146705], [5.263995, 4.784544, -4.958624], [6.465498, 4.912022, -5.119402], [4.956461, 4.728390, -7.372943], [2.739443, 4.554389, -2.270348], [5.304799, 4.851303, -2.777323], [2.395922, 4.416597, -6.867837], [5.910411, 4.845262, -7.199234], [1.785819, 4.430894, -2.446059]],
  "forces_ev_per_angstrom": [[0.8, 1.0, 0.2], [-2.6, 0.8, 1.5], [3.6, -1.8, -1.5], [-1.8, -0.5, 1.3], [0.1, 1.9, 0.8], [0.6, 0.4, 0.4], [-0.1, 1.2, 1.1], [-0.2, 1.3, 0.5], [0.8, 0.4, 0.2], [0.0, -0.1, -0.8], [0.5, -0.9, -0.1], [-2.5, -0.4, 0.1], [0.5, 1.0, -2.0], [0.9, -2.2, 0.5], [2.1, -1.5, 1.2], [0.9, 2.0, -1.5], [-2.5, 1.3, 1.1], [-1.1, 0.8, -1.0], [0.5, 0.2, 1.4], [1.0, 0.4, -1.5], [0.8, -1.4, 0.3], [-1.5, -1.0, 0.4], [0.1, -1.5, -0.6], [0.7, 0.7, -1.1], [-0.1, 0.2, -1.6], [-1.0, -1.1, 0.3], [-0.4, -0.6, 0.4], [-0.8, 0.0, -0.3], [0.3, 0.7, -0.4], [-0.6, -1.0, 0.1], [0.6, 0.0, 0.5], [0.2, 0.1, 0.0], [-1.0, 0.3, 0.5], [0.7, -0.3, -0.4], [-0.3, 0.2, 0.2], [-0.5, -0.3, 0.0], [1.5, -0.1, -0.7], [-0.3, 0.5, 0.4], [0.1, -0.5, -0.3], [-1.5, 0.2, 0.6], [1.0, -0.3, -0.5], [0.0, 0.0, 0.0], [0.0, 0.0, 0.0], [0.2, -0.1, 0.0], [0.0, 0.1, 0.1], [-0.2, -0.1, 0.1], [0.8, -0.7, -0.3], [-0.5, 0.6, 0.3], [0.1, -0.3, -0.2], [0.5, 0.1, 0.0], [-0.9, 0.8, 0.5], [0.2, -0.7, -0.2], [0.0, 0.7, 0.1], [0.9, -0.8, -0.5], [-0.8, 0.8, 0.3], [0.0, 0.0, 0.0], [0.0, 0.0, 0.0], [0.0, 0.1, 0.1], [0.0, -0.1, 0.0], [0.2, 0.0, -0.2], [0.0, 0.0, 1.3], [-0.4, -0.1, -0.7], [0.3, 0.1, 0.3], [-0.3, 0.0, 0.2], [-0.1, 0.0, -1.3], [0.4, 0.0, 0.7], [-0.3, 0.0, -0.3], [0.1, 0.0, 1.2], [-0.1, 0.0, -1.4], [0.0, 0.0, -0.1], [0.0, 0.0, 0.0], [-0.1, 0.0, -0.1], [0.1, 0.0, 0.1]]
}

=====

2.
{
  "formula": "C25H26FMnN9O6S",
  "method": "ωB97M-V/def2-TZVPD",
  "relative_energy_kj_mol": 0.0,
  "homo_ha": [-0.282, -0.272],
  "multiplicity": 2,
  "symbols": ["Mn", "O", "S", "O", "N", "C", "C", "C", "C", "C", "C", "C", "C", "N", "C", "C", "C", "C", "C", "C", "C", "H", "H", "H", "H", "H", "H", "H", "H", "H", "H", "H", "C", "N", "C", "C", "N", "N", "C", "N", "N", "H", "H", "H", "H", "H", "H", "H", "H", "H", "H", "H", "F", "C", "C", "N", "C", "C", "O", "O", "C", "O", "N", "C", "O", "H", "H", "H", "H"],
  "positions_angstrom": [[-0.034649, 1.022338, -0.176142], [4.106719, 0.514831, -0.497651], [2.700797, 0.251607, -0.654158], [1.982589, -0.081725, 0.588170], [1.833114, 1.367262, -1.366359], [2.297314, 2.684205, -1.334735], [3.499155, 3.125486, -1.830616], [3.841779, 4.491830, -1.772610], [2.985161, 5.420476, -1.243733], [1.738366, 4.998309, -0.725820], [0.787877, 5.877643, -0.161297], [-0.386592, 5.379051, 0.326703], [-0.614934, 3.990308, 0.267802], [0.240496, 3.142489, -0.248051], [1.410770, 3.629197, -0.757807], [2.551070, -1.178244, -1.694781], [1.573516, -1.308768, -2.668197], [1.484620, -2.494981, -3.381114], [2.364585, -3.537900, -3.121292], [3.351490, -3.392509, -2.157102], [3.451426, -2.207502, -1.443182], [4.185037, 2.408399, -2.258351], [4.799684, 4.805639, -2.167017], [3.243693, 6.471128, -1.212985], [1.006567, 6.938170, -0.122514], [-1.136950, 6.021905, 0.765079], [-1.527488, 3.565513, 0.667133], [0.897600, -0.489910, -2.864037], [0.725463, -2.605475, -4.145022], [2.287508, -4.461920, -3.680054], [4.045043, -4.199339, -1.959824], [4.215812, -2.075763, -0.688883], [-4.701375, 0.681081, -0.922122], [-4.263672, 1.068190, 0.408067], [-5.253433, 1.079539, 1.469089], [-2.923645, 1.193269, 0.634396], [-2.055344, 1.326017, -0.306951], [-2.567497, 1.203589, 1.977441], [-1.306460, 0.923267, 2.491015], [-1.367565, 0.457786, 3.789709], [-0.230566, 1.166671, 1.853421], [-5.698823, 0.255166, -0.851423], [-4.042531, -0.086051, -1.333054], [-4.739668, 1.530416, -1.610545], [-6.218001, 1.336436, 1.038427], [-5.027520, 1.847717, 2.208525], [-5.349101, 0.106162, 1.963766], [-2.485651, 1.320169, -1.221504], [-3.296167, 0.866490, 2.582303], [-2.079912, -0.240805, 3.950577], [-0.475559, 0.152601, 4.148905], [0.604678, 0.844640, 2.331618], [3.047987, -3.664233, 1.926306], [1.797315, -4.089140, 1.713810], [0.990171, -3.466798, 0.851922], [-0.297882, -3.897332, 0.612940], [-1.126690, -3.144573, -0.329952], [-1.211522, -1.686748, 0.138833], [-1.960584, -1.402706, 1.075408], [-0.420232, -0.911972, -0.493965], [-0.839034, -4.974800, 1.278494], [-1.967948, -5.384678, 1.108357], [0.032226, -5.583290, 2.165799], [1.351197, -5.250418, 2.468442], [1.996136, -5.882053, 3.273478], [1.301783, -2.576009, 0.320871], [-2.103632, -3.617765, -0.327679], [-0.673013, -3.188336, -1.320334], [-0.345086, -6.383218, 2.654061]],
  "forces_ev_per_angstrom": [[0.3, 0.5, -0.1], [0.0, 0.2, -0.1], [-0.2, -0.2, 0.2], [0.1, 0.0, -0.1], [-0.2, -0.3, 0.0], [0.0, -0.1, -0.1], [0.0, 0.1, 0.0], [-0.1, 0.0, 0.1], [0.1, -0.1, 0.0], [0.0, 0.1, 0.0], [-0.1, 0.0, 0.0], [0.1, 0.0, 0.0], [0.0, 0.1, 0.1], [0.0, -0.1, 0.2], [-0.1, 0.0, -0.1], [0.2, -0.1, 0.0], [0.0, 0.1, 0.0], [0.0, 0.0, 0.0], [0.0, 0.0, 0.0], [0.0, 0.0, 0.0], [-0.1, 0.0, 0.0], [0.0, 0.0, 0.0], [0.0, 0.0, 0.0], [0.0, 0.0, 0.0], [0.0, 0.0, 0.0], [0.0, 0.0, 0.0], [0.0, 0.0, 0.0], [0.0, 0.0, 0.0], [0.0, 0.0, 0.0], [0.0, 0.0, 0.0], [0.0, 0.0, 0.0], [0.0, 0.0, 0.0], [0.0, 0.0, 0.0], [0.1, 0.0, 0.0], [0.0, 0.0, 0.0], [-0.1, 0.0, 0.0], [0.0, 0.0, 0.0], [0.0, 0.0, 0.0], [0.1, 0.0, 0.0], [0.0, 0.0, 0.0], [-0.2, -0.2, -0.1], [0.0, 0.0, 0.0], [0.0, 0.0, 0.0], [0.0, 0.0, 0.0], [0.0, 0.0, 0.0], [0.0, 0.0, 0.0], [0.0, 0.0, 0.0], [0.0, 0.0, 0.0], [0.0, 0.1, 0.0], [0.0, 0.0, 0.0], [0.0, 0.0, 0.0], [0.0, 0.0, 0.0], [0.0, 0.0, 0.0], [0.0, 0.0, 0.0], [0.0, 0.0, 0.0], [0.0, 0.1, 0.0], [0.0, 0.0, 0.0], [0.1, 0.0, -0.2], [0.0, 0.0, 0.1], [0.0, 0.1, 0.0], [0.0, -0.1, 0.0], [0.0, 0.0, 0.0], [0.0, 0.0, 0.0], [0.0, 0.0, 0.0], [0.0, 0.0, 0.0], [0.0, 0.0, 0.0], [0.0, 0.0, 0.0], [0.0, 0.0, 0.0], [0.0, 0.0, 0.0]]
}

=====

3.
{
  "formula": "C25H26N2O2S4W",
  "method": "ωB97M-V/def2-TZVPD",
  "relative_energy_kj_mol": 0.0,
  "charge": 2,
  "homo_ha": [-0.488, -0.502],
  "multiplicity": 3,
  "symbols": ["W", "S", "C", "C", "C", "C", "C", "C", "S", "H", "H", "H", "H", "O", "S", "C", "C", "C", "C", "S", "O", "C", "C", "C", "C", "C", "C", "C", "C", "C", "C", "C", "C", "H", "H", "H", "H", "H", "H", "H", "H", "H", "H", "H", "H", "H", "H", "H", "H", "H", "H", "N", "C", "C", "C", "N", "H", "H", "H", "H"],
  "positions_angstrom": [[0.795314, -0.585332, -0.584745], [2.761691, -0.295467, -1.694816], [2.865404, 1.414213, -2.138333], [4.064504, 1.924460, -2.628787], [4.137393, 3.257270, -2.991453], [3.019108, 4.078513, -2.873986], [1.825275, 3.573190, -2.390275], [1.746864, 2.234010, -2.016335], [0.239483, 1.559373, -1.402404], [4.926758, 1.277503, -2.728594], [5.065392, 3.657250, -3.376491], [3.079162, 5.117760, -3.167857], [0.952975, 4.208085, -2.303249], [-1.095338, -1.130983, -0.974981], [-2.396631, -0.426982, -1.532398], [-2.916860, 0.728788, -0.237350], [-3.103148, 0.237194, 1.191241], [-1.842783, -0.177489, 1.958959], [-0.807863, 0.942207, 2.110741], [0.776044, 0.244238, 2.623368], [1.175160, -0.674427, 1.389952], [1.847876, 1.639496, 2.666559], [2.333701, 2.284372, 1.537720], [3.141382, 3.393977, 1.710119], [3.437572, 3.850509, 2.990495], [2.951354, 3.190648, 4.109662], [2.162685, 2.060407, 3.956455], [-3.587945, -1.717985, -1.427497], [-4.613255, -1.665563, -2.365122], [-5.606261, -2.632565, -2.320506], [-5.546102, -3.639918, -1.369119], [-4.500010, -3.692815, -0.452826], [-3.511413, -2.725458, -0.471388], [-3.864511, 1.102614, -0.637116], [-2.207162, 1.552662, -0.328062], [-3.808121, -0.595759, 1.204644], [-3.598717, 1.053353, 1.723850], [-1.391305, -1.043384, 1.472353], [-2.146083, -0.515531, 2.951361], [-1.065108, 1.655150, 2.897940], [-0.601539, 1.504902, 1.197444], [2.110546, 1.930889, 0.542841], [3.538490, 3.900588, 0.840393], [4.066691, 4.721602, 3.116619], [3.202809, 3.539529, 5.101613], [1.810049, 1.512470, 4.822329], [-4.631617, -0.890990, -3.123029], [-6.413111, -2.606932, -3.039632], [-6.313705, -4.401757, -1.345851], [-4.458777, -4.493271, 0.273105], [-2.682635, -2.765157, 0.222703], [1.762369, -3.365891, 0.673257], [2.011768, -4.654535, 0.406297], [1.627245, -4.888961, -0.897831], [1.162270, -3.661184, -1.359596], [1.247678, -2.734247, -0.400365], [1.971923, -2.839575, 1.505720], [2.433794, -5.307843, 1.151867], [1.683188, -5.817245, -1.437843], [0.776074, -3.400004, -2.331788]],
  "forces_ev_per_angstrom": [[0.3, -0.1, 0.2], [-0.2, 0.0, 0.0], [0.0, 0.0, 0.0], [0.0, 0.0, 0.0], [0.0, 0.0, 0.0], [0.0, 0.0, 0.0], [0.0, 0.0, 0.0], [0.0, 0.0, 0.0], [0.0, 0.0, 0.0], [0.0, 0.0, 0.0], [0.0, 0.0, 0.0], [0.0, 0.0, 0.0], [0.0, 0.0, 0.0], [-0.1, 0.0, -0.1], [0.0, 0.0, 0.1], [0.1, 0.0, -0.1], [0.0, 0.0, 0.0], [0.0, 0.0, 0.0], [0.1, 0.0, 0.0], [0.0, 0.0, 0.0], [-0.1, 0.2, 0.0], [0.0, -0.1, 0.2], [0.0, 0.0, -0.1], [0.0, 0.0, 0.0], [0.0, 0.0, 0.0], [0.0, 0.0, 0.0], [0.0, 0.0, 0.0], [-0.1, 0.0, 0.0], [0.0, 0.1, 0.0], [0.0, 0.0, 0.0], [0.0, 0.0, 0.0], [0.0, 0.0, 0.0], [0.0, 0.0, 0.0], [0.0, 0.0, 0.0], [0.0, 0.0, 0.0], [0.0, 0.0, 0.0], [0.0, 0.0, 0.0], [0.0, 0.0, 0.0], [0.0, 0.0, 0.0], [0.0, 0.0, 0.0], [0.0, 0.0, 0.0], [0.0, 0.0, -0.1], [0.0, 0.0, 0.0], [0.0, 0.0, 0.0], [0.0, 0.0, 0.0], [0.0, 0.0, 0.0], [0.0, 0.0, 0.0], [0.0, 0.0, 0.0], [0.0, 0.0, 0.0], [0.0, 0.0, 0.0], [0.0, 0.0, 0.0], [0.1, 0.0, 0.0], [0.0, 0.0, 0.0], [0.0, 0.0, 0.0], [0.0, 0.0, 0.0], [-0.1, 0.1, -0.1], [0.0, 0.0, 0.0], [0.0, 0.0, 0.0], [0.0, 0.0, 0.0], [0.0, 0.0, 0.0]]
}

=====

| no. | electronic energy (eV) |
| --- | --- |
| 1 | -90261.48386 |
| 2 | -96918.60025 |
| 3 | -78575.26311 |